(1)
Below is an isolated ion of composition C4H10N3O3 and charge -1 at a distorted geometry, with properties calculated with ωB97M-V/def2-TZVPD.

```
20
Properties=species:S:1:pos:R:3:forces:R:3:nbo_charge:R:1
C 1.622655 -0.245245 -0.034873 -0.55 -0.75 0.92 0.822
C -0.948586 0.759497 -1.232892 -0.04 0.73 0.60 -0.649
C -1.287166 0.489925 1.273193 1.39 -1.11 -0.71 -0.651
C -0.814184 -0.226103 -0.022136 -0.16 0.31 -2.00 0.250
N 3.954626 -0.804060 -0.181923 -1.02 2.30 0.49 -0.584
N 0.465367 -0.847161 0.036822 0.71 0.72 -0.09 -0.749
N -1.711190 -1.316829 -0.449954 -0.41 -0.29 -0.46 -0.334
O -1.301308 -2.544162 0.025798 0.34 -3.01 1.70 -0.646
O 2.061602 0.900558 0.136831 -0.27 1.18 -0.11 -0.780
O 2.572104 -1.217733 -0.262517 1.13 -2.51 -0.22 -0.435
H -0.693469 0.219245 -2.188903 0.36 0.89 1.00 0.202
H -1.985739 1.187002 -1.392500 0.91 -0.57 0.50 0.188
H -0.283560 1.592927 -0.875977 -0.33 -0.52 -1.33 0.232
H -1.273759 -0.320801 2.033060 -0.41 0.75 -0.13 0.217
H -2.286908 0.912720 1.047233 0.67 0.04 0.69 0.202
H -0.422225 1.188428 1.487927 -1.41 -0.30 0.02 0.224
H 3.614177 0.233648 0.000001 1.89 -1.29 0.08 0.382
H 4.413210 -1.217655 0.680013 -1.40 0.65 -0.80 0.309
H -0.293495 -2.700902 0.115499 -1.66 1.92 -0.74 0.484
H -1.660204 -1.479726 -1.468531 0.26 0.89 0.59 0.315
```
Positions in Å, forces in eV/Å.

Results
- Largest force on an atom: 3.5 eV Å⁻¹
- Net charge: -1
- DFT total energy: -14920.55384 eV



(2)
Below is an isolated ion of composition C34H53O8 and charge -1, with properties calculated with ωB97M-V/def2-TZVPD.

```
95
Properties=species:S:1:pos:R:3:forces:R:3:nbo_charge:R:1
C -5.126222 -3.134719 0.045356 0.20 -0.03 0.07 -0.606
H -5.358171 -3.320738 -1.002864 -0.07 -0.04 -0.10 0.190
C -3.643169 -2.833271 0.224815 -0.12 0.20 -0.13 -0.390
H -3.056231 -3.696805 -0.091736 0.10 -0.03 0.00 0.193
H -3.429390 -2.644883 1.277042 0.06 -0.08 -0.06 0.229
C -3.214851 -1.599660 -0.575704 0.34 -0.43 0.59 -0.344
C -3.746752 -0.334779 0.080426 0.01 0.01 -0.44 0.680
O -4.147354 -0.348510 1.227368 -0.06 -0.11 0.18 -0.611
C -3.773379 0.919516 -0.765796 -0.25 0.62 0.09 -0.429
C -4.508300 0.701617 -2.095184 0.11 -0.10 0.17 -0.591
H -5.513272 0.319763 -1.920799 -0.10 -0.04 -0.05 0.206
H -3.964687 0.020115 -2.742137 0.00 -0.07 -0.13 0.207
H -4.591095 1.652898 -2.615581 0.00 0.07 -0.05 0.213
H -2.734572 1.174339 -1.003993 -0.05 -0.05 0.04 0.318
C -4.415869 2.107535 -0.009403 0.59 -0.15 0.20 0.137
O -5.697237 1.759793 0.478700 -0.41 -0.18 0.08 -0.750
H -5.538219 1.028332 1.095696 -0.03 0.07 -0.07 0.484
H -4.599715 2.917034 -0.727132 0.13 -0.05 0.01 0.169
C -3.521621 2.663509 1.119751 -0.25 0.27 -0.10 -0.244
C -4.273239 3.777956 1.850895 -0.02 -0.33 0.00 -0.602
H -5.246213 3.425524 2.185852 -0.06 0.06 0.06 0.217
H -3.704880 4.113511 2.715937 0.08 0.11 0.08 0.197
H -4.428998 4.625265 1.184871 -0.01 0.16 -0.07 0.192
H -3.345201 1.849744 1.830117 0.00 0.02 -0.05 0.209
C -2.170055 3.181258 0.597219 -0.08 -0.25 0.18 -0.391
H -2.156507 3.198314 -0.492740 0.05 0.05 -0.08 0.224
C -0.987861 2.331912 1.075543 -0.12 0.18 -0.21 -0.448
C 0.315604 2.927228 0.618208 0.08 -0.08 0.09 0.125
C 0.899619 3.907077 1.410999 -0.11 -0.02 0.13 -0.287
C 2.100373 4.493869 1.056704 0.01 -0.06 -0.10 -0.181
C 2.775264 4.093940 -0.080875 0.14 0.00 -0.13 -0.128
C 2.209973 3.090928 -0.877512 -0.05 0.06 0.14 0.410
C 0.959490 2.532298 -0.555222 0.03 -0.11 -0.31 -0.296
C 0.376718 1.502179 -1.516790 -0.04 0.29 0.20 0.791
O -0.850658 1.386859 -1.614231 -0.21 0.14 -0.02 -0.751
O 1.217233 0.831304 -2.184092 0.34 -0.05 -0.28 -0.798
O 2.908707 2.667619 -1.952145 -0.09 -0.02 0.03 -0.726
H 2.380920 1.867286 -2.280031 0.16 0.08 0.09 0.510
C 4.102986 4.672330 -0.470318 -0.12 -0.10 -0.04 -0.617
H 4.057101 5.066261 -1.485038 0.11 0.05 -0.06 0.216
H 4.396114 5.468337 0.211678 0.03 0.04 0.03 0.198
H 4.865794 3.893599 -0.459684 0.13 0.01 -0.05 0.216
H 2.531438 5.262784 1.686009 0.05 0.05 0.03 0.194
H 0.405142 4.211481 2.324177 -0.07 0.00 0.08 0.195
H -1.098892 1.316711 0.697465 -0.03 -0.05 0.10 0.233
H -0.995939 2.295067 2.169702 0.00 -0.01 0.00 0.195
H -2.014825 4.207632 0.939936 0.00 0.03 -0.03 0.194
H -3.622043 -1.662258 -1.586940 0.02 0.07 -0.03 0.221
C -1.674911 -1.522908 -0.727171 -0.36 0.20 -0.52 0.084
H -1.410898 -0.536731 -1.130006 0.01 -0.20 0.04 0.244
O -1.070100 -1.687925 0.546233 -0.05 0.06 0.13 -0.572
C 0.055939 -2.552657 0.475075 0.42 -0.46 0.08 0.372
C 0.036717 -3.373183 1.774899 0.07 0.18 -0.24 -0.430
C 1.075015 -4.484147 1.857393 -0.06 0.16 0.11 -0.615
H 1.033462 -4.957983 2.837169 0.00 -0.10 0.05 0.198
H 0.891510 -5.243251 1.101013 0.03 -0.13 -0.09 0.198
H 2.071930 -4.089179 1.695255 0.12 -0.08 0.04 0.222
H -0.965684 -3.801231 1.859269 -0.04 0.07 -0.01 0.205
H 0.156936 -2.683357 2.610504 -0.06 0.02 0.08 0.205
C -0.155641 -3.418699 -0.778201 -0.15 0.15 0.18 -0.458
H 0.797446 -3.611044 -1.265100 0.03 -0.10 -0.06 0.231
H -0.603368 -4.373357 -0.497262 0.02 -0.06 0.02 0.202
C -1.118211 -2.618760 -1.665587 0.03 0.00 -0.01 -0.230
C -0.466007 -2.016372 -2.906467 -0.09 -0.11 0.15 -0.611
H -1.225954 -1.550171 -3.530943 -0.03 0.12 -0.13 0.203
H 0.257751 -1.247045 -2.649340 0.07 0.10 -0.01 0.249
H 0.032131 -2.790213 -3.488953 0.02 -0.10 -0.11 0.191
H -1.931280 -3.272671 -1.999469 0.01 0.03 0.10 0.192
C 1.324572 -1.682900 0.283629 -0.50 0.27 0.31 0.035
C 1.582276 -0.685951 1.410570 0.13 -0.06 -0.41 -0.437
H 0.721137 -0.027234 1.511524 -0.07 0.01 0.07 0.240
C 2.830943 0.119675 1.060093 0.12 -0.31 0.10 -0.431
H 2.633778 0.726678 0.179316 -0.01 0.07 -0.08 0.231
H 3.088380 0.792131 1.881426 0.09 0.05 -0.04 0.215
C 4.027959 -0.802885 0.773184 -0.21 0.33 -0.38 0.239
C 5.245216 0.048370 0.391357 -0.09 -0.44 0.13 -0.404
C 6.506404 -0.767210 0.129842 -0.16 0.15 0.07 -0.614
H 6.698336 -1.421858 0.975859 0.09 -0.09 0.04 0.217
H 6.406269 -1.375678 -0.765357 0.06 -0.11 -0.12 0.194
H 7.358865 -0.103285 -0.000554 0.12 -0.01 -0.05 0.201
H 4.992376 0.656870 -0.476175 -0.07 0.11 -0.01 0.218
H 5.432773 0.720648 1.231444 -0.08 0.10 0.00 0.206
O 4.379187 -1.523562 1.952879 0.01 -0.12 0.22 -0.744
H 3.672671 -2.167035 2.089776 0.06 -0.02 0.04 0.471
C 3.635572 -1.846108 -0.303151 0.58 0.05 -0.14 0.085
C 3.529658 -1.317413 -1.731476 -0.17 -0.10 0.37 -0.676
H 3.179916 -2.124303 -2.373566 -0.02 -0.07 -0.08 0.212
H 2.831783 -0.490208 -1.817667 -0.02 0.08 -0.05 0.267
H 4.502045 -0.990343 -2.085961 0.16 0.03 -0.06 0.208
H 4.395729 -2.641054 -0.280013 -0.05 0.22 0.03 0.187
O 2.457112 -2.530110 0.112665 -0.13 -0.07 0.07 -0.575
H 1.731086 -1.208841 2.358779 -0.07 -0.03 0.06 0.187
H 1.157899 -1.105424 -0.632728 0.01 0.02 -0.06 0.206
H -5.726198 -2.294922 0.386601 -0.12 0.06 0.03 0.210
H -5.409600 -4.014243 0.620904 -0.11 -0.07 0.02 0.200
```
Positions in Å, forces in eV/Å.

Results
- Largest force on an atom: 0.8 eV Å⁻¹
- Net charge: -1
- DFT total energy: -52503.20962 eV



(3)
Below is a 2-piece molecular cluster, C3H9ClN3 overall at a distorted geometry, with properties calculated with ωB97M-V/def2-TZVPD.

```
16
Properties=species:S:1:pos:R:3:forces:R:3:nbo_charge:R:1
C -0.129149 -0.713317 -0.366601 0.18 1.15 -0.27 0.460
C -0.740707 -1.789444 0.478240 0.46 1.95 0.80 -0.693
C -2.097126 1.055681 -0.009200 -3.40 1.39 -3.27 -0.472
N 0.712246 -0.708760 -1.273731 -1.31 -3.03 2.08 -0.508
N -0.748054 0.737006 0.030449 1.93 0.43 0.63 0.014
N -0.099352 1.694708 0.426166 -1.95 0.61 -0.23 -0.121
Cl 5.221400 -0.220614 0.063726 1.62 2.13 0.34 -0.309
H -0.935547 -2.551267 -0.204041 -0.67 -1.61 -0.88 0.276
H 0.029331 -2.139369 1.183873 -0.47 0.16 -0.01 0.286
H -1.659357 -1.393923 0.977113 0.88 -0.75 -0.28 0.240
H -2.236323 2.143645 0.145042 0.22 -0.79 0.29 0.274
H -2.518833 0.891629 -1.065953 0.66 -0.24 1.42 0.264
H -2.657645 0.490955 0.667595 -0.92 -0.94 1.04 0.250
H 0.931278 0.107279 -1.722708 0.80 2.62 -1.44 0.378
H 6.083241 0.862793 0.241325 -1.66 -2.12 -0.34 0.309
H 0.844600 1.532994 0.428700 3.62 -0.95 0.13 0.350
```
Positions in Å, forces in eV/Å.

Results
- Largest force on an atom: 4.9 eV Å⁻¹
- Net charge: +1
- DFT total energy: -20239.70948 eV



no.,Kohn-Sham gap (eV),molecular weight (g mol⁻¹)
1,8.11,148.1
2,8.07,589.8
3,8.27,122.6